# 1
Here is a 2-piece molecular cluster, C2H8O2S2Si overall in a non-equilibrium geometry from OMol25. Energies are from wB97M-V/def2-TZVPD.

The calculation puts the LUMO energy at -0.3 eV. Its energy relative to the best compared isomer or geometry (same formula, charge and spin) is 273.43 kJ/mol. Its HOMO-LUMO gap is 8.46 eV. For the energy, the calculation gives -35846.0872 eV.

Cartesian coordinates (Å):
C (2.5492, -0.6729, 0.2063)
C (-1.7906, 1.5968, 1.1287)
O (1.4209, 0.0129, -0.4067)
O (-2.1333, 0.2871, 0.6330)
Si (-1.2170, -0.2955, -0.5944)
S (-1.8818, -2.3400, -0.3993)
S (-0.4366, 0.6271, -2.3494)
H (2.1438, -1.0235, 1.1154)
H (3.4523, -0.0520, 0.3082)
H (2.8201, -1.5306, -0.4182)
H (-0.8833, 2.0309, 0.4949)
H (-1.4971, 1.5875, 2.1391)
H (-2.5862, 2.2006, 0.9469)
H (-0.8436, -2.9935, -1.1036)
H (0.8833, 0.5650, -1.7008)

# 2
Here is one molecule with the formula C2H8O2Si in a non-equilibrium geometry from OMol25. Energies are from wB97M-V/def2-TZVPD.

The calculation puts the LUMO energy at 0.6 eV. Its energy relative to the best compared isomer or geometry (same formula, charge and spin) is 77.24 kJ/mol. Its HOMO-LUMO gap is 10.89 eV. For the energy, the calculation gives -14178.6658 eV.

Cartesian coordinates (Å):
C (1.1932, -0.9901, 0.7182)
Si (-0.0708, -0.1953, -0.5380)
C (-1.0479, 1.2688, 0.1065)
O (-1.2593, -1.3247, -1.0843)
O (1.1883, 0.5069, -1.4401)
H (1.9601, -1.7215, 0.4459)
H (1.7718, -0.1742, 1.1343)
H (0.8164, -1.3481, 1.6338)
H (-2.1082, 1.1100, 0.3816)
H (-0.4968, 1.6345, 0.9721)
H (-0.8730, 2.0418, -0.5891)
H (-1.1119, -1.9416, -1.8088)
H (1.2270, 1.5059, -1.3678)

# 3
Here is one molecule with the formula C2H8O2Si in a non-equilibrium geometry from OMol25. Energies are from wB97M-V/def2-TZVPD.

The calculation puts the LUMO energy at 0.9 eV. Its energy relative to the best compared isomer or geometry (same formula, charge and spin) is 209.91 kJ/mol. Its HOMO-LUMO gap is 11.36 eV. For the energy, the calculation gives -14177.2909 eV.

Cartesian coordinates (Å):
C (1.3976, 0.6540, 0.5469)
C (0.8967, -0.4284, -0.3501)
O (-0.4634, -0.4441, -0.7228)
Si (-1.7942, -0.6888, 0.1437)
O (-2.8649, 0.5559, 0.1118)
H (1.4790, 1.6563, 0.1904)
H (0.7147, 0.6081, 1.2764)
H (2.4118, 0.4880, 0.9199)
H (1.0238, -1.4030, 0.1442)
H (1.5977, -0.4824, -1.2595)
H (-2.5488, -1.7691, -0.4365)
H (-1.1971, -0.6585, 1.4692)
H (-3.1711, 1.0697, 0.7950)

# 4
Here is one molecule with the formula C2H8OP2S in a non-equilibrium geometry from OMol25. Energies are from wB97M-V/def2-TZVPD.

The calculation puts the LUMO energy at 0.3 eV. Its energy relative to the best compared isomer or geometry (same formula, charge and spin) is 0.00 kJ/mol. Its HOMO-LUMO gap is 8.75 eV. For the energy, the calculation gives -33663.7587 eV.

Cartesian coordinates (Å):
C (-1.5814, -0.9538, -0.1233)
C (-0.4453, 0.0846, -0.4937)
P (1.0636, -0.7225, 0.2518)
S (1.2835, -2.6574, 0.0034)
P (2.8220, 0.4361, -0.3960)
O (2.3543, 1.8371, 0.3349)
H (-1.3375, -1.9185, -0.4267)
H (-1.8156, -1.1117, 0.9649)
H (-2.4372, -0.6617, -0.7032)
H (-0.5407, 1.1118, 0.0341)
H (-0.1925, 0.2338, -1.4875)
H (0.8989, -0.2757, 1.4780)
H (3.5145, -0.0970, 0.7886)
H (1.6715, 2.3848, -0.0392)

# 5
Here is C2H8OS as an isolated structure in a non-equilibrium geometry from OMol25. Energies are from wB97M-V/def2-TZVPD.

The calculation puts the LUMO energy (alpha / beta) at 4.3 / 4.2 eV. Its charge is -1. Its energy relative to the best compared isomer or geometry (same formula, charge and spin) is 139.35 kJ/mol. Its HOMO-LUMO gap (alpha / beta) is 5.35 / 7.22 eV. Its multiplicity is 2. For the energy, the calculation gives -15083.6448 eV.

Cartesian coordinates (Å):
C (-0.3688, -1.1790, -0.7826)
S (0.5946, 0.8294, 0.0701)
C (1.9044, -0.2710, 0.5732)
H (0.5626, -1.6142, -1.1806)
H (-0.5876, -1.8122, 0.0500)
H (-0.9088, -0.9463, -1.6865)
H (2.5168, 0.1980, 1.3772)
H (2.5813, -0.5058, -0.2598)
H (1.5819, -1.2125, 1.0758)
H (-1.4581, -0.4404, -0.0691)
H (-2.8030, 0.4259, -0.6681)
O (-2.4636, 0.1670, 0.1981)

# 6
Here is a 2-piece molecular cluster, C2H8OS overall in a non-equilibrium geometry from OMol25. Energies are from wB97M-V/def2-TZVPD.

The calculation puts the LUMO energy at 0.9 eV. Its energy relative to the best compared isomer or geometry (same formula, charge and spin) is 58.03 kJ/mol. Its HOMO-LUMO gap is 9.18 eV. For the energy, the calculation gives -15085.8769 eV.

Cartesian coordinates (Å):
C (-1.6508, 0.8388, 0.3809)
S (-0.5008, -0.4944, 0.6328)
C (0.0879, -0.0767, 2.3290)
H (-2.5721, 0.6369, 0.9327)
H (-1.8789, 0.9388, -0.6768)
H (-1.2830, 1.7964, 0.7596)
H (-0.6482, 0.0547, 3.1093)
H (1.0223, -0.6123, 2.4636)
H (0.5555, 0.9044, 2.1267)
O (2.2511, -0.0359, -3.3880)
H (1.5626, 0.2088, -4.0008)
H (3.0763, 0.1023, -3.8526)

# 7
Here is a 2-piece molecular cluster, C2H8OS overall in a non-equilibrium geometry from OMol25. Energies are from wB97M-V/def2-TZVPD.

The calculation puts the LUMO energy at 0.8 eV. Its energy relative to the best compared isomer or geometry (same formula, charge and spin) is 44.86 kJ/mol. Its HOMO-LUMO gap is 9.42 eV. For the energy, the calculation gives -15086.0134 eV.

Cartesian coordinates (Å):
C (1.6293, -0.1438, 1.2760)
S (1.1296, -0.0561, -0.4218)
C (-0.5688, -0.7317, -0.2990)
H (2.6461, 0.2730, 1.3703)
H (1.6440, -1.1898, 1.6260)
H (0.9503, 0.4347, 1.9248)
H (-0.5782, -1.6287, 0.3427)
H (-0.9504, -1.0084, -1.2962)
H (-1.2445, 0.0218, 0.1397)
O (-1.6207, 1.1488, -1.8985)
H (-0.9017, 1.7913, -1.7022)
H (-2.1351, 1.0889, -1.0618)

# 8
Here is a 2-piece molecular cluster, C2H8OS2 overall in a non-equilibrium geometry from OMol25. Energies are from wB97M-V/def2-TZVPD.

The calculation puts the LUMO energy at 0.3 eV. Its energy relative to the best compared isomer or geometry (same formula, charge and spin) is 82.84 kJ/mol. Its HOMO-LUMO gap is 9.29 eV. For the energy, the calculation gives -25921.0770 eV.

Cartesian coordinates (Å):
C (-2.6542, -1.8178, 1.4323)
C (-1.5095, -0.8462, 1.7836)
O (-0.4618, -0.9418, 0.8499)
H (-2.2344, -2.8065, 1.5805)
H (-3.4256, -1.6743, 2.1832)
H (-3.0171, -1.7213, 0.4202)
H (-1.2279, -1.1436, 2.8066)
H (-1.9310, 0.1527, 1.9275)
H (0.2300, -0.3584, 1.2214)
S (1.4182, 0.1304, -1.7099)
S (0.8418, 1.7001, -0.4485)
H (1.4260, -0.8035, -0.7239)
H (1.8597, 2.5480, -0.7418)

# 9
Here is a 2-piece molecular cluster, C2H8OS2 overall from OMol25. Energies are from wB97M-V/def2-TZVPD.

The calculation puts the LUMO energy at 0.4 eV. Its energy relative to the best compared isomer or geometry (same formula, charge and spin) is 30.68 kJ/mol. Its HOMO-LUMO gap is 9.46 eV. For the energy, the calculation gives -25921.6175 eV.

Cartesian coordinates (Å):
C (0.5060, -0.2969, 2.1608)
S (-1.1704, 0.4119, 2.3102)
S (-1.1947, 1.8252, 0.8468)
C (-1.7374, 0.9091, -0.6479)
H (1.1783, 0.1806, 2.8680)
H (0.4408, -1.3507, 2.4432)
H (0.8506, -0.1811, 1.1501)
H (-2.7908, 1.0331, -0.8428)
H (-1.1180, 1.3352, -1.4379)
H (-1.5069, -0.1425, -0.5140)
O (2.3475, -1.5272, -3.0020)
H (2.7171, -0.6721, -2.7483)
H (1.4781, -1.5247, -2.5862)

# 10
Here is a 2-piece molecular cluster, C2H8OS2 overall in a non-equilibrium geometry from OMol25. Energies are from wB97M-V/def2-TZVPD.

The calculation puts the LUMO energy at 0.4 eV. Its energy relative to the best compared isomer or geometry (same formula, charge and spin) is 149.07 kJ/mol. Its HOMO-LUMO gap is 9.49 eV. For the energy, the calculation gives -25920.3905 eV.

Cartesian coordinates (Å):
C (-2.7181, 1.5518, 3.1727)
S (-1.8081, 0.7783, 1.8258)
S (-2.9923, -0.6570, 0.7440)
H (-3.2707, 0.7825, 3.7126)
H (-3.3221, 2.4248, 2.8633)
H (-1.9392, 2.0283, 3.9100)
H (-2.8307, -1.7447, 1.3941)
C (3.1299, -1.2452, -3.0711)
O (3.1597, -0.0477, -2.2933)
H (3.8398, -1.1799, -3.9802)
H (3.5459, -1.9022, -2.2617)
H (2.1060, -1.5700, -3.2402)
H (3.1001, 0.7810, -2.7760)

# 11
Here is a 2-piece molecular cluster, C2H8OS2 overall in a non-equilibrium geometry from OMol25. Energies are from wB97M-V/def2-TZVPD.

The calculation puts the LUMO energy (alpha / beta) at -5.7 / -8.8 eV. Its charge is +1. Its energy relative to the best compared isomer or geometry (same formula, charge and spin) is 284.95 kJ/mol. Its HOMO-LUMO gap (alpha / beta) is 7.45 / 4.32 eV. Its multiplicity is 2. For the energy, the calculation gives -25910.5819 eV.

Cartesian coordinates (Å):
C (-1.7201, 2.2819, 1.6045)
O (-1.6339, 1.4425, 0.3869)
H (-1.0849, 3.2228, 1.9032)
H (-1.7306, 1.5688, 2.4690)
H (-2.8742, 2.7658, 1.5457)
H (-1.9719, 0.6535, 0.8086)
C (2.4681, -1.5804, -0.7314)
S (0.7115, -1.3833, -0.3684)
S (0.1393, -1.3692, -2.4527)
H (2.6535, -1.1499, -1.6928)
H (3.0538, -1.0974, -0.0273)
H (2.7101, -2.7280, -0.8224)
H (-0.7206, -2.6271, -2.6229)

# 12
Here is a 2-piece molecular cluster, C2H8S overall in a non-equilibrium geometry from OMol25. Energies are from wB97M-V/def2-TZVPD.

The calculation puts the LUMO energy at 1.1 eV. Its energy relative to the best compared isomer or geometry (same formula, charge and spin) is 17.82 kJ/mol. Its HOMO-LUMO gap is 10.13 eV. For the energy, the calculation gives -13038.5762 eV.

Cartesian coordinates (Å):
C (-0.1967, -4.2404, 1.6194)
S (-1.9101, -4.8180, 1.2621)
H (0.5083, -5.0335, 1.4276)
H (0.0078, -3.3951, 0.9813)
H (-0.2423, -4.1046, 2.6932)
H (-1.7790, -5.0779, -0.0420)
C (0.7139, 5.3594, -1.5835)
H (1.6119, 4.8161, -1.8865)
H (0.0116, 5.4427, -2.4066)
H (0.9706, 6.3535, -1.2321)
H (0.3040, 4.6978, -0.8329)

# 13
Here is a 2-piece molecular cluster, C2H8S overall in a non-equilibrium geometry from OMol25. Energies are from wB97M-V/def2-TZVPD.

The calculation puts the LUMO energy (alpha / beta) at -4.3 / -9.6 eV. Its charge is +1. Its energy relative to the best compared isomer or geometry (same formula, charge and spin) is 19.21 kJ/mol. Its HOMO-LUMO gap (alpha / beta) is 11.65 / 6.28 eV. Its multiplicity is 2. For the energy, the calculation gives -13029.1946 eV.

Cartesian coordinates (Å):
C (1.7197, 0.6823, -3.4664)
H (2.4175, 1.3415, -3.9759)
H (1.7844, -0.3175, -3.9139)
H (0.6917, 1.0249, -3.5688)
H (1.9842, 0.5965, -2.4168)
C (-1.1533, -0.8045, 0.4082)
S (-0.4711, 0.0521, 1.8633)
H (-0.4450, -0.7088, -0.4084)
H (-1.4338, -1.8271, 0.6480)
H (-2.0446, -0.2099, 0.2336)
H (0.8714, -0.0648, 1.8593)

# 14
Here is a 2-piece molecular cluster, C2H8S3 overall in a non-equilibrium geometry from OMol25. Energies are from wB97M-V/def2-TZVPD.

The calculation puts the LUMO energy (alpha / beta) at 2.9 / 2.9 eV. Its charge is -1. Its energy relative to the best compared isomer or geometry (same formula, charge and spin) is 63.07 kJ/mol. Its HOMO-LUMO gap (alpha / beta) is 3.24 / 6.41 eV. Its multiplicity is 2. For the energy, the calculation gives -34708.7745 eV.

Cartesian coordinates (Å):
C (2.5867, 1.0599, -0.3891)
S (4.2647, 1.5514, -0.0121)
H (2.3159, 1.0349, -1.4789)
H (1.8140, 1.6731, 0.1166)
H (2.6081, 0.0353, -0.0193)
H (3.9248, 2.8464, 0.0262)
C (-3.0795, -1.8378, -0.1408)
S (-1.5174, -1.0832, -0.5411)
S (-1.1477, -0.1394, 1.4883)
H (-3.8417, -1.2097, 0.2413)
H (-3.4481, -2.3857, -1.0562)
H (-3.0035, -2.7158, 0.6447)
H (-1.4764, 1.1706, 1.1204)

# 15
Here is a 2-piece molecular cluster, C2H8S3 overall in a non-equilibrium geometry from OMol25. Energies are from wB97M-V/def2-TZVPD.

The calculation puts the LUMO energy at 0.5 eV. Its energy relative to the best compared isomer or geometry (same formula, charge and spin) is 80.31 kJ/mol. Its HOMO-LUMO gap is 9.72 eV. For the energy, the calculation gives -34708.5651 eV.

Cartesian coordinates (Å):
C (1.6033, -0.5777, -0.0640)
S (3.4857, -0.4543, 0.1090)
S (3.3775, 1.0861, 1.4856)
H (1.2196, -1.1485, -0.8991)
H (1.2753, 0.4810, -0.1844)
H (1.3164, -0.8197, 0.9476)
H (3.5321, 2.1347, 0.6800)
C (-2.9549, -0.3763, -0.1043)
S (-2.3389, 1.2658, -0.4706)
H (-2.9711, -0.8511, 0.9112)
H (-3.9510, -0.6193, -0.5736)
H (-2.4044, -1.0979, -0.6961)
H (-1.1896, 0.9772, -1.1412)

# 16
Here is a 2-piece molecular cluster, C2H8S3 overall in a non-equilibrium geometry from OMol25. Energies are from wB97M-V/def2-TZVPD.

The calculation puts the LUMO energy at 0.0 eV. Its energy relative to the best compared isomer or geometry (same formula, charge and spin) is 53.97 kJ/mol. Its HOMO-LUMO gap is 8.37 eV. For the energy, the calculation gives -34708.8381 eV.

Cartesian coordinates (Å):
C (-1.2625, 0.5933, -2.2822)
S (-0.8131, -1.0393, -1.6238)
C (-1.0591, -0.8906, 0.1542)
H (-1.5474, 1.2303, -1.4464)
H (-0.4529, 1.0171, -2.8624)
H (-2.1793, 0.4756, -2.8555)
H (-1.2993, -1.9041, 0.4635)
H (-1.8705, -0.2142, 0.4150)
H (-0.1505, -0.5432, 0.6402)
S (1.8321, 0.2590, 2.9944)
S (3.7933, 0.5276, 2.1554)
H (1.6840, -1.0743, 2.7921)
H (3.3251, 1.5626, 1.4555)

# 17
Here is a 2-piece molecular cluster, C2H8S4 overall in a non-equilibrium geometry from OMol25. Energies are from wB97M-V/def2-TZVPD.

The calculation puts the LUMO energy (alpha / beta) at 3.0 / 2.9 eV. Its charge is -1. Its energy relative to the best compared isomer or geometry (same formula, charge and spin) is 69.09 kJ/mol. Its HOMO-LUMO gap (alpha / beta) is 3.20 / 6.10 eV. Its multiplicity is 2. For the energy, the calculation gives -45544.0776 eV.

Cartesian coordinates (Å):
C (-0.7118, 1.5957, -1.8987)
S (0.5204, 2.0998, -0.7128)
S (-0.6203, 2.1786, 0.9910)
H (-1.3892, 0.8320, -1.6053)
H (-1.2698, 2.4403, -2.2658)
H (-0.1733, 1.1798, -2.8153)
H (0.1600, 1.3916, 1.7606)
C (-0.4370, -1.7305, 0.7423)
S (0.5004, -1.3103, 2.2861)
S (2.5789, -1.8139, 1.7251)
H (-1.4240, -1.2491, 0.6474)
H (0.3135, -1.4815, 0.0037)
H (-0.5172, -2.8196, 0.7105)
H (2.4693, -1.3129, 0.4311)

# 18
Here is a 2-piece molecular cluster, C2H8S4 overall in a non-equilibrium geometry from OMol25. Energies are from wB97M-V/def2-TZVPD.

The calculation puts the LUMO energy at 0.5 eV. Its energy relative to the best compared isomer or geometry (same formula, charge and spin) is 51.95 kJ/mol. Its HOMO-LUMO gap is 9.08 eV. For the energy, the calculation gives -45544.2021 eV.

Cartesian coordinates (Å):
C (-0.9621, -1.5829, 1.8552)
S (-0.6523, -3.1406, 0.9146)
S (-0.3099, -2.5547, -0.9824)
H (0.0120, -1.2261, 2.1730)
H (-1.6594, -1.8999, 2.6189)
H (-1.4689, -0.8070, 1.2786)
H (-1.4865, -2.3286, -1.5241)
C (1.3087, 1.2506, -1.4024)
S (0.3656, 2.7722, -1.6360)
S (0.3489, 3.7751, 0.1366)
H (0.8289, 0.2933, -1.5884)
H (1.9289, 1.2296, -0.5074)
H (2.0366, 1.3502, -2.2211)
H (-0.2904, 2.8690, 0.8849)

# 19
Here is a 2-piece molecular cluster, C2H8SSi overall in a non-equilibrium geometry from OMol25. Energies are from wB97M-V/def2-TZVPD.

The calculation puts the LUMO energy at -0.2 eV. Its energy relative to the best compared isomer or geometry (same formula, charge and spin) is 420.15 kJ/mol. Its HOMO-LUMO gap is 8.75 eV. For the energy, the calculation gives -20912.6294 eV.

Cartesian coordinates (Å):
C (-0.3987, 1.1076, -0.8352)
C (-0.3906, -2.2766, 1.6600)
Si (1.4293, 0.6989, -1.0002)
S (-1.5805, -1.3293, 2.2233)
H (-1.0662, 0.6828, -0.1625)
H (-0.7686, 0.9353, -1.8551)
H (-0.4833, 2.1927, -0.7217)
H (0.1118, -1.6831, 0.9305)
H (2.0288, 1.9108, -1.3928)
H (1.6208, -0.3868, -2.0178)
H (1.8391, 0.3915, 0.3404)
H (-2.3417, -2.2437, 2.8312)